# 1
Here is a cluster of 3 separate species, C16H28BF6NO5P in total in a non-equilibrium geometry from the Open Molecules 2025 dataset. Energies are from the ωB97M-V functional and the def2-TZVPD basis.

Structure (XYZ):
```
58
Properties=species:S:1:pos:R:3
C 3.472 -0.126 2.450
C 3.110 -1.423 3.383
P 2.078 -2.782 2.514
C 2.553 -2.919 0.630
C 0.202 -2.339 2.478
N -0.538 -3.247 3.237
C -2.009 -2.898 3.146
C -2.156 -1.768 1.962
B -3.423 -0.714 2.019
C -4.686 -0.852 3.087
O -3.443 0.391 1.020
C -0.623 -1.153 1.706
H 4.396 0.431 2.961
H 2.521 0.588 2.479
H 3.812 -0.371 1.358
H 2.566 -1.109 4.394
H 4.118 -1.956 3.737
H 2.799 -1.880 0.150
H 1.586 -3.322 0.060
H 3.386 -3.729 0.479
H -0.114 -4.042 3.767
H -2.447 -3.870 2.614
H -2.655 -2.811 4.119
H -2.410 -2.398 0.996
H -5.670 -1.283 2.598
H -4.923 0.228 3.470
H -4.451 -1.518 4.022
H -3.691 -0.057 0.138
H -0.719 -0.109 2.273
H -0.488 -1.000 0.546
C 6.427 3.425 -2.256
C 5.753 2.794 -1.051
O 5.414 1.424 -1.319
C 6.439 0.520 -1.222
O 7.594 0.822 -0.929
C 5.936 -0.897 -1.485
F 5.139 -0.977 -2.590
F 5.193 -1.378 -0.447
F 6.943 -1.795 -1.680
H 5.800 3.317 -3.147
H 6.618 4.487 -2.081
H 7.380 2.936 -2.479
H 4.815 3.319 -0.842
H 6.374 2.872 -0.151
C -4.051 2.002 -1.873
C -4.753 0.922 -2.675
O -6.041 1.376 -3.120
C -6.043 2.196 -4.219
O -5.027 2.547 -4.814
C -7.471 2.569 -4.612
F -8.227 2.957 -3.545
F -8.133 1.523 -5.186
F -7.528 3.593 -5.508
H -4.684 2.338 -1.045
H -3.104 1.631 -1.469
H -3.842 2.881 -2.489
H -4.928 0.049 -2.037
H -4.145 0.585 -3.523
```

Computed properties:
Spin multiplicity = 1
Net charge = +1
Gap between HOMO and LUMO = 7.4232 eV

Atom charges from the natural (NBO) analysis, given in e for atoms 1 to 5:
1. C -0.648
2. C -0.705
3. P 0.698
4. C -0.924
5. C 0.221

---

# 2
Here is a structure of composition C16H28BrMnN4O2S3 in a non-equilibrium geometry from the Open Molecules 2025 dataset. Energies are from the ωB97M-V functional and the def2-TZVPD basis.

Structure (XYZ):
```
55
Properties=species:S:1:pos:R:3
Mn 0.293 0.415 -0.648
N 2.123 0.302 -1.767
C 3.013 1.285 -1.101
C 2.380 2.642 -1.278
N 0.984 2.547 -0.832
C 0.039 3.402 -1.559
C -1.335 2.799 -1.419
N -1.252 1.394 -1.882
H 2.554 -0.613 -1.709
H 2.059 0.520 -2.757
H 4.025 1.268 -1.508
H 3.057 1.021 -0.047
H 2.369 2.897 -2.342
H 2.948 3.422 -0.769
H 0.926 2.731 0.164
H 0.331 3.388 -2.613
H 0.059 4.444 -1.233
H -2.075 3.376 -1.976
H -1.633 2.776 -0.374
H -1.158 1.373 -2.892
H -2.121 0.923 -1.656
C -2.277 -2.865 -2.662
C -2.865 -2.583 -1.283
S -2.084 -1.251 -0.321
C -1.411 -2.128 1.102
C -0.212 -2.997 0.767
S 1.186 -2.039 0.098
C 1.517 -2.933 -1.450
C 0.560 -2.671 -2.613
S -0.788 -3.883 -2.698
H -2.101 -1.946 -3.224
H -3.008 -3.443 -3.231
H -2.853 -3.490 -0.677
H -3.907 -2.280 -1.395
H -2.200 -2.728 1.558
H -1.155 -1.344 1.814
H -0.473 -3.744 0.020
H 0.135 -3.513 1.663
H 1.551 -3.995 -1.207
H 2.538 -2.657 -1.722
H 1.107 -2.717 -3.556
H 0.111 -1.683 -2.530
Br 1.993 0.757 6.731
C 0.645 1.026 5.449
C -0.642 1.355 5.859
N -1.645 1.559 5.007
C -1.385 1.438 3.708
C -0.129 1.113 3.213
C 0.915 0.900 4.104
C 0.098 0.965 1.755
O -0.872 1.067 0.938
O 1.239 0.697 1.299
H -0.867 1.452 6.914
H -2.209 1.603 3.024
H 1.902 0.644 3.743
```

Computed properties:
Expectation value of S² = 1.247
ΔE to the lowest compared entry with this formula, charge and spin = 89.5 kJ/mol
Spin multiplicity = 2
Net charge = +1
Gap between HOMO and LUMO (spin up / spin down) = 8.8180 / 8.7752 eV

Atom charges from the natural (NBO) analysis, given in e for atoms 1 to 5:
1. Mn 1.011
2. N -0.837
3. C -0.232
4. C -0.224
5. N -0.641

---

Per-record calculated total energy, eV: -55034.12092; -160965.99969